Here is a molecular structure, C39H43As2ClFeSi2 in a non-equilibrium geometry from the OMol25 dataset. Energies are from the ωB97M-V functional and the def2-TZVPD basis.

Computed properties:
* ⟨S²⟩: 6.079
* 2S+1: 5
* frontier orbital gap (alpha / beta): 4.416 / 5.538 eV
* ΔE to the lowest compared entry with this formula, charge and spin: 107.95 kcal/mol
* E_LUMO (alpha / beta): -0.6 / -0.8 eV

Structure (XYZ):
```
88
Properties=species:S:1:pos:R:3:forces:R:3
C -1.539 -0.407 0.615 -0.51 -0.79 -0.51
C -2.051 0.075 -0.641 -0.31 -0.90 0.36
C -1.767 -0.913 -1.642 -0.05 -0.17 0.84
H -2.640 0.979 -0.773 0.24 -0.17 -0.05
C -1.074 -2.001 -1.014 -0.84 0.08 0.90
C -0.942 -1.696 0.387 -1.26 0.11 -0.75
H -0.577 -2.362 1.156 0.08 0.13 -0.12
H -1.672 0.055 1.587 0.13 0.01 -0.16
H -2.109 -0.891 -2.671 0.19 0.02 0.17
H -0.777 -2.933 -1.482 0.00 0.25 0.04
Fe 0.125 -0.181 -0.756 0.25 0.30 -1.52
Si 1.639 0.544 -3.789 -3.51 -0.53 4.37
C 0.547 2.091 -3.824 0.67 0.05 -1.08
C 1.162 3.248 -4.333 -0.55 -0.15 -0.32
H 2.233 3.253 -4.561 -0.32 0.00 0.15
C 0.390 4.355 -4.669 0.12 0.20 0.19
H 0.883 5.215 -5.119 -0.20 -0.05 0.10
C -0.984 4.362 -4.429 0.14 -0.15 0.04
H -1.571 5.245 -4.666 0.05 -0.13 0.00
C -1.596 3.234 -3.879 -0.01 0.04 0.19
H -2.673 3.240 -3.658 0.54 -0.02 -0.18
C -0.837 2.096 -3.592 -0.11 0.16 -0.05
H -1.361 1.223 -3.195 0.41 0.15 -0.02
C 0.549 -1.138 -4.252 0.51 -0.12 0.60
C -0.742 -1.146 -4.861 0.18 -0.68 0.08
H -1.268 -0.220 -5.135 0.38 -0.34 0.18
C -1.389 -2.380 -5.081 -0.23 0.15 -0.11
H -2.330 -2.391 -5.646 0.31 0.00 0.39
C -0.835 -3.569 -4.619 -0.27 0.17 -0.23
H -1.351 -4.518 -4.801 0.22 0.39 0.07
C 0.354 -3.542 -3.894 0.39 -0.11 0.33
H 0.743 -4.475 -3.468 -0.08 0.40 -0.21
C 1.048 -2.346 -3.698 -0.60 0.11 -0.46
H 1.954 -2.350 -3.089 -0.13 0.13 -0.27
H 0.906 0.143 -2.280 0.53 -0.03 -1.17
Si 1.016 -0.012 -6.034 0.17 1.27 -1.96
C 1.426 -1.348 -7.233 1.38 -0.34 0.29
C 0.813 -1.299 -8.497 -0.37 -0.17 0.30
H 0.539 -0.337 -8.941 -0.14 -0.40 0.29
C 0.485 -2.495 -9.133 0.22 -0.03 -0.05
H -0.112 -2.467 -10.044 0.26 -0.06 0.10
C 0.876 -3.714 -8.576 -0.20 0.08 0.07
H 0.556 -4.650 -9.037 0.12 0.25 0.11
C 1.664 -3.740 -7.423 0.23 0.06 -0.13
H 1.966 -4.690 -6.986 0.11 0.13 -0.22
C 2.015 -2.552 -6.788 -0.87 -0.19 -0.25
H 2.658 -2.573 -5.908 -0.39 0.01 -0.14
C 0.642 1.519 -7.140 0.53 0.16 -0.24
C -0.733 1.738 -7.238 -0.13 0.35 -0.06
H -1.441 1.066 -6.752 0.19 0.20 -0.01
C -1.248 2.824 -7.942 0.12 0.00 -0.14
H -2.320 2.992 -7.931 0.10 0.02 -0.14
C -0.392 3.687 -8.620 -0.10 0.06 0.14
H -0.804 4.550 -9.160 0.27 -0.43 0.22
C 0.989 3.466 -8.571 -0.02 -0.10 0.21
H 1.646 4.167 -9.089 -0.07 -0.31 0.15
C 1.516 2.397 -7.832 -0.48 0.15 0.11
H 2.605 2.288 -7.787 -0.41 -0.13 0.04
H 2.598 0.553 -4.915 0.13 -0.27 -2.18
Cl 3.344 0.833 -2.652 1.12 0.38 0.04
C 3.984 -0.373 0.267 0.13 -0.14 -0.17
As 2.082 -0.838 0.347 0.43 0.57 1.46
C 2.261 -2.645 1.067 0.21 0.06 0.03
C 1.737 0.171 2.065 0.10 -0.29 -0.57
C 2.127 -0.320 3.305 -0.18 0.53 0.47
C 1.860 0.441 4.461 -0.09 -0.11 -0.33
C 1.194 1.662 4.359 0.08 -0.09 -0.33
C 0.807 2.154 3.101 0.31 -0.33 0.33
C 1.091 1.414 1.957 0.03 0.20 -0.46
As 0.489 1.941 0.106 0.44 0.00 0.94
C -1.022 3.070 0.611 0.25 0.20 -0.12
C 1.802 3.269 -0.474 -0.29 0.12 0.43
H 4.297 -0.412 -0.780 0.19 -0.06 0.44
H 4.523 -1.111 0.866 0.14 0.30 -0.04
H 4.119 0.641 0.664 0.06 -0.30 -0.13
H 3.178 -2.683 1.665 -0.23 -0.27 -0.05
H 1.385 -2.890 1.672 0.25 -0.06 -0.12
H 2.335 -3.320 0.208 0.00 -0.03 0.26
H 2.630 -1.284 3.400 -0.13 0.26 -0.03
H 2.158 0.061 5.438 -0.07 0.10 -0.21
H 0.981 2.242 5.254 0.02 -0.10 -0.11
H 0.282 3.107 3.032 0.13 -0.16 0.03
H -0.622 4.063 0.844 -0.37 -0.09 0.05
H -1.697 3.114 -0.250 0.06 0.12 0.28
H -1.518 2.630 1.482 -0.01 0.14 -0.25
H 1.544 4.205 0.030 0.36 0.05 -0.17
H 2.796 2.922 -0.187 -0.04 0.14 -0.12
H 1.719 3.365 -1.558 0.09 0.06 0.16
```
Forces are in eV/Å.

***

Here is a gas-phase ion, C5H9N2 (charge +1) in a non-equilibrium geometry from the OMol25 dataset. Energies are from the ωB97M-V functional and the def2-TZVPD basis.

Computed properties:
* frontier orbital gap: 8.736 eV
* net charge: +1
* ΔE to the lowest compared entry with this formula, charge and spin: 130.68 kcal/mol
* E_LUMO: -5.4 eV

Structure (XYZ):
```
16
Properties=species:S:1:pos:R:3:forces:R:3
C 0.665 -0.390 0.236 -0.82 -3.05 -0.72
C 3.093 0.200 0.116 -2.72 -3.15 -1.31
C -0.787 -1.889 0.014 3.91 -0.65 0.66
C -1.489 -0.588 0.244 -2.55 -0.65 -0.16
C -0.562 1.681 -0.195 0.78 2.68 2.42
N 1.877 -0.224 -0.127 2.66 1.20 0.41
N -0.410 0.315 0.078 0.75 -0.64 -0.42
H 3.274 0.713 1.029 0.55 0.56 0.49
H 3.845 -0.312 -0.536 -0.31 1.36 0.54
H -0.495 -2.201 -1.000 -0.41 0.59 0.25
H -0.661 -2.815 0.691 -0.75 2.04 -0.62
H -2.281 -0.370 -0.541 0.59 -0.41 1.14
H -1.873 -0.569 1.285 -0.21 0.36 -0.73
H 0.188 2.239 0.510 -1.62 -0.70 -1.19
H -1.593 1.825 0.139 0.23 1.04 -0.22
H -0.383 2.086 -1.180 -0.08 -0.58 -0.55
```
Forces are in eV/Å.

***

The lowest ΔE to the lowest compared entry with this formula, charge and spin belongs to which entry? C39H43As2ClFeSi2

***

What is the formula in the first record? C39H43As2ClFeSi2

***

Among the records above, which one has the lowest ΔE to the lowest compared entry with this formula, charge and spin? C39H43As2ClFeSi2

***

Among the records above, which one has the highest ΔE to the lowest compared entry with this formula, charge and spin? C5H9N2